185
Properties=species:S:1:pos:R:3:forces:R:3:lowdin_charge:R:1 method="wB97M-V/def2-TZVPD" lumo_energy_ev=-10.42 total_charge=+6
C -18.898 -12.578 -23.954 -3.85 0.46 0.35 -0.37
N -14.988 -7.635 -11.695 -1.58 -0.67 -0.16 -0.10
H -10.031 -12.587 -7.577 -0.27 0.56 0.88 0.17
S -18.795 -18.583 -14.601 -1.94 -1.38 2.66 0.51
H -13.376 -15.133 -19.311 0.66 -0.46 -0.27 0.12
N -20.884 -18.676 -21.478 -0.62 -0.32 -0.75 -0.07
H -3.945 -9.286 -12.312 0.17 0.44 -0.14 0.15
H -12.574 -13.791 -8.694 0.19 0.22 -0.10 0.10
H -16.456 -11.248 -15.532 0.13 -0.10 0.35 0.08
H -3.655 -8.447 -17.524 -0.26 0.25 0.56 0.09
H -10.399 -25.801 -12.516 0.28 0.43 0.37 0.09
C -13.439 -22.120 -14.991 -1.07 0.13 -0.54 0.01
H -13.382 -9.254 -14.015 -0.16 0.21 0.00 0.13
H -2.134 -7.972 -16.698 -0.12 -0.16 0.02 0.11
N -10.663 -12.893 -8.303 -1.40 0.22 -0.18 0.12
H -17.811 -10.850 -24.388 0.56 0.39 0.08 0.18
N -15.201 -9.480 -12.868 1.49 1.26 2.03 -0.06
H -24.870 -20.247 -23.716 0.14 0.23 0.55 0.09
H -3.321 -7.476 -14.369 -0.08 -0.12 -0.34 0.14
H -2.823 -18.320 -19.958 0.08 0.08 0.59 0.11
H -14.799 -11.409 -13.516 -0.04 -0.04 0.27 0.12
C -17.636 -17.099 -14.962 -2.37 -2.38 0.11 -0.68
H -21.013 -11.771 -23.830 0.53 0.66 -0.84 0.11
H -13.055 -19.870 -11.426 0.46 -0.22 -0.03 0.05
H -17.004 -11.482 -26.569 0.32 -0.44 -0.25 0.11
N -10.685 -18.358 -24.118 -3.34 -1.92 -1.81 -0.10
H -6.252 -11.605 -13.418 0.44 0.53 0.12 0.08
H -24.829 -21.971 -23.617 0.07 -0.05 -0.24 0.09
C -10.550 -9.599 -20.830 -0.28 0.04 -0.81 0.02
C -20.299 -17.588 -20.699 -0.13 -0.03 1.68 0.01
C -8.423 -19.127 -11.523 -1.77 -0.29 2.05 -0.62
H -19.233 -17.728 -20.521 -0.03 -0.15 -0.47 0.10
O -18.712 -13.736 -23.921 1.65 -0.03 -0.63 0.20
C -13.155 -18.887 -27.607 -0.13 1.80 -1.60 -0.05
C -11.841 -18.056 -11.357 -1.33 -2.02 0.14 -0.30
H -14.147 -12.393 -20.145 -0.27 0.34 0.24 0.07
H -17.789 -13.099 -26.431 -0.42 0.38 0.11 0.11
N -11.808 -23.017 -13.865 1.53 1.46 -3.54 -0.05
C -21.354 -19.847 -23.300 -0.77 -0.27 -1.10 -0.02
H -10.638 -8.553 -21.124 0.10 0.12 0.85 0.11
C -15.260 -6.491 -10.805 -0.02 -0.47 0.84 0.03
H -10.407 -16.476 -23.182 0.30 0.06 -0.31 0.14
O -11.973 -13.554 -19.186 -1.55 -0.29 0.07 -0.12
H -9.293 -10.345 -8.888 0.28 -0.77 0.87 0.11
C -10.850 -11.776 -9.348 -0.38 0.19 -2.16 -0.37
F -18.377 -16.244 -15.688 0.68 0.94 0.10 0.08
H -13.812 -18.754 -28.467 -0.51 0.60 0.15 0.08
H -11.876 -25.691 -13.260 -0.13 0.08 -0.69 0.08
N -12.064 -17.659 -25.756 2.68 -2.02 2.71 -0.06
H -20.722 -17.604 -19.695 -0.14 -0.18 -0.01 0.11
C -13.156 -17.575 -26.708 -0.16 -2.27 -0.58 -0.13
H -4.326 -17.914 -17.507 0.13 0.25 0.39 0.11
H -10.083 -18.815 -22.170 -0.16 0.04 -0.08 0.10
H -15.135 -13.805 -20.354 0.10 -0.29 0.15 0.08
H -19.672 -18.433 -23.241 -0.30 0.09 0.00 0.13
H -13.671 -13.482 -21.304 0.28 -0.76 -0.07 0.07
H -3.252 -11.556 -15.753 0.00 0.40 -0.33 0.16
H -23.004 -22.214 -22.270 0.60 0.23 0.06 0.14
F -8.921 -19.657 -12.636 -0.76 -1.64 -1.52 0.10
C -11.118 -14.247 -18.262 4.19 2.03 -0.83 -0.42
H -10.222 -22.137 -15.148 -0.06 0.16 0.42 0.16
C -13.050 -18.905 -10.919 -0.40 -0.25 -0.96 -0.07
C -10.042 -19.264 -23.163 0.91 0.99 0.01 0.03
H -16.645 -9.006 -11.299 0.15 -0.08 0.04 0.17
F -16.637 -17.547 -15.718 0.79 0.51 -0.34 0.10
H -23.659 -21.067 -24.594 0.41 -0.41 0.22 0.07
H -14.552 -6.507 -9.977 0.14 -0.03 -0.12 0.10
H -10.414 -10.074 -21.801 0.35 -0.54 0.31 0.11
F -10.788 -13.945 -15.743 0.64 0.62 -0.47 0.12
H -11.682 -19.836 -25.378 -0.03 0.21 -0.20 0.16
H -4.005 -15.602 -18.435 0.67 -0.16 0.41 0.17
O -11.291 -12.011 -10.450 0.70 -0.38 2.62 0.16
C -12.038 -13.471 -7.801 0.40 -0.64 -0.70 0.07
C -15.656 -10.738 -13.454 0.11 0.13 -2.05 -0.12
H -5.576 -15.568 -18.717 -0.67 0.12 -0.80 0.17
H -13.086 -20.119 -16.756 0.12 0.29 0.65 0.11
C -16.093 -10.400 -14.951 -0.33 0.32 1.05 -0.04
H -7.390 -9.451 -18.058 0.12 0.37 0.18 0.09
C -3.463 -8.546 -14.412 -0.11 -1.56 0.32 0.03
F -8.181 -20.091 -10.599 -0.67 0.09 -0.54 0.13
O -9.307 -17.509 -9.766 0.80 -0.60 -3.56 -0.30
H -10.841 -10.046 -8.004 0.21 -0.34 0.22 0.11
H -10.088 -13.612 -8.719 -0.23 -1.14 -0.76 0.18
O -19.669 -18.145 -13.464 2.00 -0.11 -2.36 -0.37
H -5.850 -13.187 -12.970 0.48 -0.17 0.16 0.09
H -5.381 -16.749 -16.596 0.18 0.16 -0.29 0.11
H -12.223 -18.861 -28.172 0.43 -0.45 0.47 0.09
C -3.715 -9.415 -13.359 -0.26 0.77 -1.18 0.01
H -16.410 -11.195 -12.812 -0.12 0.20 -0.29 0.13
F -7.242 -18.735 -11.888 2.13 1.84 -0.28 0.16
C -10.899 -25.208 -13.281 -0.01 -0.95 0.93 -0.06
C -17.276 -12.297 -25.899 0.49 0.46 -0.40 0.02
C -10.379 -10.443 -8.908 0.42 1.30 -0.36 0.01
H -10.050 -23.277 -12.798 -0.23 0.16 0.22 0.13
H -9.007 -19.202 -23.497 0.16 -0.97 0.42 0.11
C -5.461 -12.345 -13.544 -0.20 -0.66 0.25 -0.05
H -21.468 -20.164 -24.327 0.22 -0.29 0.20 0.14
C -4.509 -16.956 -19.961 -2.79 2.56 -5.41 -0.31
H -13.764 -23.714 -13.418 -0.19 0.31 -0.12 0.15
C -14.020 -8.812 -13.264 -1.18 0.32 -0.50 0.01
H -3.237 -12.616 -13.198 -0.24 -0.12 -0.47 0.14
H -9.690 -17.371 -11.842 0.77 0.45 -0.75 0.11
H -11.790 -15.551 -25.313 -0.14 -0.22 -0.12 0.14
H -15.150 -5.538 -11.323 -0.27 -0.27 -0.17 0.11
N -3.303 -9.336 -15.581 0.41 -0.22 1.80 -0.07
H -19.730 -11.054 -22.704 -0.56 0.31 -0.12 0.10
O -17.842 -19.639 -14.224 -0.32 1.17 -0.67 -0.38
H -8.555 -10.445 -17.278 0.07 -0.24 0.58 0.11
H -11.200 -15.312 -18.474 -0.46 -0.37 0.55 0.12
C -2.843 -8.780 -16.877 0.01 -0.63 -0.30 0.03
F -12.283 -12.771 -16.753 -0.90 3.20 0.33 0.18
H -8.505 -9.634 -20.425 0.47 0.46 -0.12 0.18
H -13.428 -6.675 -12.706 0.39 -0.44 -0.18 0.14
H -8.485 -8.708 -16.758 0.18 -0.17 -0.23 0.11
O -10.729 -18.799 -10.970 0.36 -0.70 -0.09 -0.13
H -13.891 -13.936 -18.302 0.24 0.65 0.35 0.11
H -16.863 -9.628 -14.945 -0.38 -0.23 0.23 0.08
H -20.511 -16.584 -21.068 -0.05 -0.35 -0.57 0.10
H -20.499 -12.648 -22.555 0.56 -0.05 0.35 0.10
C -20.097 -11.918 -23.258 0.88 -0.67 0.85 0.03
H -16.239 -6.613 -10.341 -0.06 0.20 -0.36 0.11
N -4.791 -16.199 -18.648 -0.39 -1.33 0.51 0.09
H -13.979 -18.482 -11.300 -0.16 0.43 0.35 0.07
H -5.527 -12.654 -14.587 0.35 0.01 -0.10 0.07
C -3.099 -17.317 -20.285 1.02 -0.68 0.04 0.02
C -11.664 -13.891 -16.769 2.06 -2.78 -1.61 -0.64
N -18.204 -11.606 -24.930 0.54 -2.18 -0.08 0.10
H -13.131 -19.144 -9.858 0.24 0.49 0.02 0.08
C -23.335 -21.180 -22.364 -1.05 -0.21 -0.88 -0.15
F -17.156 -16.540 -13.860 0.12 0.46 -0.35 0.13
H -18.918 -11.200 -25.518 -0.71 0.36 -0.03 0.18
H -10.502 -9.687 -9.683 -0.93 -0.32 -0.26 0.10
C -3.396 -10.640 -15.200 -0.94 1.21 1.85 0.02
H -10.492 -20.255 -23.105 0.17 0.18 -0.48 0.11
N -22.241 -20.213 -22.330 1.24 1.60 2.45 -0.03
H -11.348 -19.884 -16.151 -0.44 0.35 -0.16 0.11
O -19.560 -18.870 -15.827 1.27 0.91 0.46 -0.39
C -13.993 -7.593 -12.636 -0.28 -1.34 0.47 -0.01
H -2.844 -17.363 -21.344 -1.23 -0.02 -0.36 0.11
H -16.398 -12.775 -25.465 -0.20 0.52 0.51 0.11
C -20.543 -18.901 -22.808 0.82 0.31 0.66 -0.02
C -11.029 -23.749 -12.880 0.31 -0.82 -0.16 -0.16
C -8.369 -9.414 -17.580 0.20 -0.92 -0.86 0.03
H -9.291 -10.864 -19.794 -0.20 -1.15 0.33 0.16
C -11.548 -16.576 -25.077 -0.35 0.04 0.45 -0.01
H -10.309 -25.438 -14.169 -0.42 0.43 -0.31 0.08
H -12.661 -12.769 -7.246 0.67 0.33 -0.04 0.11
C -11.508 -18.795 -25.147 0.25 2.84 0.34 0.08
O -9.763 -13.850 -18.572 -3.20 -0.38 1.34 -0.35
H -14.047 -17.452 -26.092 -0.21 0.02 -0.36 0.13
H -12.028 -17.058 -10.960 0.94 0.29 0.26 0.10
H -5.991 -17.800 -17.918 -0.19 0.44 -0.04 0.11
C -14.099 -13.471 -20.301 -0.95 2.47 -1.93 -0.11
C -12.136 -20.568 -16.466 0.48 0.40 -1.99 -0.01
H -2.375 -9.570 -17.464 0.31 -0.01 0.34 0.10
H -11.873 -14.384 -7.229 0.41 0.27 0.13 0.11
F -12.555 -14.808 -16.444 -1.52 -1.53 0.30 0.13
C -5.152 -17.205 -17.559 0.52 -0.75 -0.27 0.04
C -13.160 -23.057 -14.026 0.28 1.28 -0.41 0.02
C -15.725 -8.792 -11.822 1.36 1.47 -1.55 0.05
H -15.307 -9.893 -15.509 0.47 -0.43 0.19 0.06
H -3.998 -11.567 -12.081 -0.33 -0.24 0.10 0.13
H -13.452 -19.906 -27.359 0.35 0.31 1.30 0.09
N -3.734 -10.677 -13.859 1.60 0.22 -3.03 -0.08
H -11.458 -9.996 -20.375 0.28 0.21 0.16 0.11
H -11.819 -21.084 -17.372 0.28 0.17 -0.22 0.10
H -23.974 -20.990 -21.502 0.13 0.12 0.01 0.13
C -24.185 -21.092 -23.640 -0.50 0.05 -0.02 -0.06
C -9.452 -9.197 -18.564 -2.09 2.04 0.97 -0.37
N -9.361 -9.868 -19.942 -0.82 0.38 -0.13 0.11
N -12.281 -21.552 -15.481 0.36 -3.74 2.73 -0.11
H -22.577 -19.634 -20.354 0.61 0.59 0.53 0.17
H -14.349 -21.844 -15.505 -0.25 -0.04 0.59 0.14
O -10.441 -8.559 -18.315 1.36 -1.20 -1.09 0.17
O -5.396 -16.856 -20.839 2.86 -0.89 4.23 0.14
H -2.341 -16.586 -20.006 -0.22 0.04 1.03 0.10
C -10.791 -17.019 -24.032 0.17 0.93 -0.11 -0.03
H -11.821 -18.056 -12.447 -0.34 0.63 -0.42 0.10
H -12.945 -16.671 -27.279 -0.33 -0.28 -0.32 0.13
C -13.330 -14.047 -19.230 1.14 -1.72 1.57 -0.32
C -4.046 -11.890 -13.121 -0.98 0.17 0.55 -0.14
H -11.608 -23.651 -11.962 0.42 0.01 0.17 0.14
C -11.267 -22.235 -14.898 -1.42 -0.06 2.43 0.05
C -9.488 -18.093 -11.051 -0.36 1.96 5.09 -0.47
C -21.918 -19.482 -21.197 -0.81 -1.13 -2.06 0.06